1.
ORCA calculation (ωB97M-V/def2-TZVPD) on a gas-phase ion, C2H8N3O2 (charge +1) at a distorted geometry.

Geometry as XYZ:
```
15
Properties=species:S:1:pos:R:3:forces:R:3
C 0.407631 0.241764 -0.194078 2.8250 -2.6853 2.6285
C -2.150017 0.202009 -0.052545 3.0579 -0.6480 -1.4148
N 1.661343 -0.739644 0.159416 -4.1853 2.9787 -0.0756
N -0.787914 -0.327205 -0.139220 0.9865 -0.7604 -0.3516
N 0.706819 1.526070 -0.132828 0.0350 -1.7580 -0.5469
O 2.825366 -0.023736 -0.118951 0.2713 -0.2791 -0.7733
O -0.703794 -1.721114 -0.166878 -0.1154 0.1167 -0.4164
H -2.025404 1.152731 0.244005 -0.0069 3.4965 1.5070
H -2.622212 0.247344 -0.964744 -1.0233 -0.3974 -2.2499
H -2.650977 -0.356345 0.626422 -1.6653 -1.5817 2.1882
H 1.472252 -1.593505 -0.346801 0.7901 -0.1613 -0.7475
H 1.677615 1.675533 0.098305 0.2038 0.4613 -0.0653
H -0.010012 2.156268 0.107110 -0.5438 1.1547 0.1264
H 3.559658 -0.392862 0.413314 -0.7922 0.0436 0.0581
H -1.360347 -2.047312 0.467470 0.1627 0.0198 0.1330
```
Forces are in eV/Å.

Results
Spin multiplicity: 1
ΔE to the lowest compared entry with this formula, charge and spin: 520.98 kJ/mol
F_max: 0.100 hartree/bohr
Structure (SMILES): CN(O)C(=[NH2+])NO
Frontier orbital gap: 10.8 eV
LUMO level: -3.47 eV
Total charge: +1
E_HOMO: -14.27 eV

=====

2.
ORCA calculation (ωB97M-V/def2-TZVPD) on 2 unconnected molecules or ions with the total composition C2H8N3O2 at a distorted geometry.

Geometry as XYZ:
```
15
Properties=species:S:1:pos:R:3:forces:R:3
C -1.096888 1.685891 0.547273 -2.5883 -0.8953 0.5103
C 0.209335 1.024957 0.489488 1.8765 -0.6645 2.3860
N 0.271994 -0.152714 -0.355902 -0.8497 1.2085 -0.4135
N 1.400638 -3.321313 -1.067959 1.7677 0.7559 -0.1734
N 0.805787 -1.263520 -0.108248 1.7345 -3.4823 -0.5059
O 1.880936 -3.690399 0.042222 -1.2903 0.2800 -0.8195
O 1.439993 -1.656074 0.869118 -1.5841 3.1461 -0.1177
H -1.753746 1.420051 1.351532 -0.4301 -1.5565 0.3476
H -1.218905 2.689919 0.779261 1.5861 2.4887 0.1131
H -1.683060 1.663189 -0.358239 -0.0309 -0.6259 -0.6058
H 0.860876 1.720648 0.090180 1.6848 1.3244 -1.3501
H 0.776770 0.749482 1.423283 -1.3187 0.2320 -0.4216
H -0.124724 0.041360 -1.300261 0.4809 -1.2825 0.7820
H 0.413171 -3.413363 -1.012485 -1.5951 -0.8161 0.2758
H 2.828425 -3.477190 0.028238 0.5566 -0.1124 -0.0073
```
Forces are in eV/Å.

Results
Spin multiplicity: 1
ΔE to the lowest compared entry with this formula, charge and spin: 835.37 kJ/mol
F_max: 0.076 hartree/bohr
Frontier orbital gap (alpha / beta): 8.2 / 8.2 eV
LUMO level (alpha / beta): -6.44 / -6.45 eV
Total charge: +1
E_HOMO (alpha / beta): -14.62 / -14.61 eV

=====

3.
ORCA calculation (ωB97M-V/def2-TZVPD) on a molecular structure, C2H8N3O3 at a distorted geometry.

Geometry as XYZ:
```
16
Properties=species:S:1:pos:R:3:forces:R:3
C 0.254317 -1.161122 -0.043996 -4.4294 1.5159 -1.5198
C -1.482718 -0.278387 -0.576233 3.3182 -1.7708 1.5142
N 2.615522 -0.741227 -0.219821 0.2110 -0.1444 0.0812
N 1.290802 -0.383210 -0.204346 1.5559 0.3950 -0.1624
N -1.686330 0.746908 0.543384 -0.3275 0.0307 -0.1566
O 0.043399 -2.294083 0.251361 0.6296 -0.2469 0.1731
O -2.345557 -1.293876 -0.481687 -0.2820 0.1343 0.0450
O 1.053991 0.991663 -0.361943 -0.3979 -0.0873 0.2198
H -1.438313 0.227452 -1.533097 -0.0586 0.1230 0.0081
H 2.995307 -0.995292 0.686570 -0.2268 0.1143 0.0143
H 2.820018 -1.450940 -0.916232 -0.2063 0.1081 0.0331
H -2.546549 1.293352 0.400326 0.2115 -0.0648 0.0802
H -0.866696 1.372120 0.565754 -0.2506 -0.1245 0.0174
H -1.778530 0.251531 1.440650 0.0670 0.1761 -0.2732
H -1.907570 -2.095590 -0.111287 0.1652 0.2582 -0.0746
H 1.736529 1.339418 -0.961353 0.0208 -0.4168 0.0003
```
Forces are in eV/Å.

Results
Spin multiplicity: 1
ΔE to the lowest compared entry with this formula, charge and spin: 333.89 kJ/mol
F_max: 0.096 hartree/bohr
Frontier orbital gap: 10.6 eV
LUMO level: -3.45 eV
Total charge: +1
E_HOMO: -14.02 eV

=====

4.
ORCA calculation (ωB97M-V/def2-TZVPD) on 2 unconnected molecules or ions with the total composition C2H8N4 at a distorted geometry.

Geometry as XYZ:
```
14
Properties=species:S:1:pos:R:3:forces:R:3
C -2.430979 0.965633 0.849861 0.5914 1.5476 3.6668
C 2.463422 -1.272714 -0.681037 0.8943 0.0228 0.8061
N -2.835281 1.298846 -0.453847 -0.5388 0.4309 -1.8012
N 2.947033 -0.738403 0.576632 -0.3940 0.9477 -2.9740
N -1.912535 0.387136 -0.365773 0.9754 -0.0593 0.4880
N 2.192964 0.055896 -0.153650 0.1679 -2.1544 0.0924
H -1.776550 1.701361 1.534330 -1.3770 -1.6375 -2.1496
H -3.239817 0.476827 1.398114 0.5839 -0.4707 0.0847
H 3.284553 -1.583120 -1.293530 0.2459 0.6125 -0.8843
H 1.608657 -1.870947 -0.692665 -1.1306 -1.0367 0.1424
H -3.746541 1.140801 -0.902241 0.0786 0.2776 -0.1040
H 2.860000 -0.970749 1.506268 -0.1920 -0.4559 3.1098
H -1.778489 -0.531633 -0.782384 -0.6882 -0.0227 -0.1794
H 2.363563 0.941067 -0.540076 0.7831 1.9981 -0.2975
```
Forces are in eV/Å.

Results
Spin multiplicity: 1
ΔE to the lowest compared entry with this formula, charge and spin: 788.94 kJ/mol
F_max: 0.078 hartree/bohr
Frontier orbital gap (alpha / beta): 8.7 / 9.6 eV
LUMO level (alpha / beta): -10.83 / -10.44 eV
Total charge: +2
E_HOMO (alpha / beta): -19.53 / -20.02 eV

=====

5.
ORCA calculation (ωB97M-V/def2-TZVPD) on C2H8N4O in the gas phase at a distorted geometry.

Geometry as XYZ:
```
15
Properties=species:S:1:pos:R:3:forces:R:3
C -0.577017 1.389385 0.042102 -1.6028 -1.6437 0.1298
N -0.333075 -0.324546 -0.018147 1.0466 2.5520 0.2651
N -1.535013 -0.905139 -0.488263 -0.8178 0.0767 0.2047
N -0.112380 -0.719407 1.339206 -0.3116 -0.0140 0.6201
C 1.802395 0.051436 -0.600417 -0.1901 1.5325 0.1481
O 1.885392 0.904259 0.312876 0.9393 -0.7878 -0.0270
N 0.715717 -0.631284 -0.896777 0.0133 -1.1180 -0.8080
H 0.706667 -0.175114 1.636140 -0.2385 -0.0350 -0.3024
H -1.715438 -1.782040 -0.008486 0.2553 0.2406 0.2786
H -1.466261 -1.128524 -1.478030 0.6298 0.3506 0.1555
H 0.170362 -1.698960 1.339349 0.0307 0.0785 -0.3385
H 2.598151 -0.062178 -1.346327 0.1368 -0.2916 0.1590
H -1.376884 1.408562 0.773910 -0.4763 -0.1133 -0.3390
H 0.137529 2.131558 0.374247 0.7406 -0.9187 -0.2302
H -0.900144 1.541992 -0.981384 -0.1551 0.0911 0.0842
```
Forces are in eV/Å.

Results
Spin multiplicity: 1
ΔE to the lowest compared entry with this formula, charge and spin: 474.09 kJ/mol
F_max: 0.054 hartree/bohr
Structure (SMILES): C[N+](N)(N)/N=C\[O-]
Frontier orbital gap: 9.9 eV
LUMO level: 0.92 eV
E_HOMO: -8.98 eV

=====

6.
ORCA calculation (ωB97M-V/def2-TZVPD) on 4 unconnected molecules or ions with the total composition C2H8N4O at a distorted geometry.

Geometry as XYZ:
```
15
Properties=species:S:1:pos:R:3:forces:R:3
C -1.013703 1.694524 -0.469329 -2.0516 -1.7934 2.5629
C -0.007420 -0.624806 -0.148876 4.2952 0.8562 0.4359
H -0.570211 2.630669 -0.064456 -0.3568 -0.0185 -1.8513
H -2.029737 1.670372 0.189924 1.9879 -0.0734 -2.2323
H -1.233182 1.314669 -1.647038 1.1219 1.4841 3.5320
H 0.925755 0.993593 0.189424 -1.9972 0.1633 0.9969
H -0.472332 -2.358526 -0.621649 -1.5615 1.6908 -0.5093
H -1.287467 -0.513287 1.274207 -2.9251 -2.5472 -1.9717
H 3.478076 -1.541908 0.139992 -2.7071 3.6106 -0.5344
H 1.892697 0.409219 1.371305 1.9179 -1.3189 -2.6730
N -0.097353 0.741777 0.438375 0.0435 -1.9388 -4.5514
N -1.004549 -1.404955 -0.653947 -0.4835 -2.2632 1.5712
N 1.210325 -1.204923 -0.164013 -0.8047 2.1577 -1.2370
N 2.338066 -0.284866 -0.184234 -0.6834 -3.7149 4.7083
O -2.128968 -1.521556 0.350319 4.2045 3.7056 1.7532
```
Forces are in eV/Å.

Results
Spin multiplicity: 1
ΔE to the lowest compared entry with this formula, charge and spin: 1510.81 kJ/mol
F_max: 0.117 hartree/bohr
Frontier orbital gap: 7.5 eV
LUMO level: -1.22 eV
E_HOMO: -8.71 eV

=====

7.
ORCA calculation (ωB97M-V/def2-TZVPD) on C2H8N4O in the gas phase at a distorted geometry.

Geometry as XYZ:
```
15
Properties=species:S:1:pos:R:3:forces:R:3
C 0.480392 -1.630959 -0.359687 0.5659 0.7304 0.2147
N -2.273690 0.501336 0.417069 -0.8711 1.3963 0.9792
C -0.255087 -0.493397 0.313594 -0.9863 1.0145 -0.1228
N -1.514391 -0.241246 -0.330929 1.1566 -1.9937 0.0571
H -1.793646 1.197465 1.001435 -0.3195 -0.1971 -0.1069
H -3.102730 0.847064 -0.055578 0.2446 -0.0525 0.1204
H -0.353865 -0.655816 1.395569 0.0980 0.2916 -0.1597
H 0.599994 -1.397805 -1.417251 0.0000 -0.1977 -0.0222
H 1.454045 -1.757014 0.117958 0.0592 0.0333 -0.1706
H -0.056619 -2.571698 -0.228548 -0.1912 0.2210 -0.0743
N 1.842353 1.036728 0.256324 0.9367 -0.1630 0.3529
N 0.463908 1.049586 0.132136 -1.7491 -1.7693 -3.6941
O 0.098229 1.326253 -1.135063 1.2470 0.5607 2.3778
H 2.239431 0.841820 -0.662720 -0.0628 0.1217 0.1461
H 2.171677 1.947683 0.555692 -0.1281 0.0038 0.1024
```
Forces are in eV/Å.

Results
Spin multiplicity: 1
ΔE to the lowest compared entry with this formula, charge and spin: 635.91 kJ/mol
F_max: 0.087 hartree/bohr
Frontier orbital gap (alpha / beta): 7.1 / 9.7 eV
LUMO level (alpha / beta): -0.48 / 0.73 eV
E_HOMO (alpha / beta): -7.57 / -8.93 eV

=====

8.
ORCA calculation (ωB97M-V/def2-TZVPD) on 2 unconnected molecules or ions with the total composition C2H8N4O at a distorted geometry.

Geometry as XYZ:
```
15
Properties=species:S:1:pos:R:3:forces:R:3
N 1.123197 -2.360400 2.201923 0.1352 0.8161 0.7876
C 0.779724 -2.068538 0.902844 0.0615 0.1276 -1.2325
N 0.024898 -0.865455 0.675845 1.1028 -1.6120 0.5468
O 1.069814 -2.804078 -0.041013 -0.9301 0.6087 1.2399
H 1.280515 -1.610389 2.877547 -0.5716 -0.5643 -0.4579
H 1.029177 -3.294820 2.573396 0.3533 0.1876 -0.4620
H 0.341735 -0.003835 1.111275 -0.1784 -0.2090 -0.0857
H -0.067645 -0.806653 -0.320549 0.1373 0.4900 -0.3146
N 0.028305 2.635873 -1.658983 -0.0957 1.8515 -1.0706
C -1.036450 1.741845 -1.399883 -0.7994 -1.3954 0.4526
N -1.371987 1.449122 -0.197215 1.1928 -0.0369 -1.0889
H -0.293047 3.619021 -1.761930 0.1402 -0.6683 0.8701
H 0.406306 2.510616 -2.609192 -0.3436 -0.5320 0.5336
H -1.466369 1.306387 -2.353003 0.3369 -0.1761 1.1234
H -1.848179 0.551307 -0.001056 -0.5412 1.1126 -0.8417
```
Forces are in eV/Å.

Results
Spin multiplicity: 1
ΔE to the lowest compared entry with this formula, charge and spin: 132.31 kJ/mol
F_max: 0.042 hartree/bohr
Structure (SMILES): [H]/N=C/N.NC(N)=O
Frontier orbital gap: 10.5 eV
LUMO level: 0.78 eV
E_HOMO: -9.71 eV

=====

9.
ORCA calculation (ωB97M-V/def2-TZVPD) on 2 unconnected molecules or ions with the total composition C2H8N4O at a distorted geometry.

Geometry as XYZ:
```
15
Properties=species:S:1:pos:R:3:forces:R:3
C 1.487196 -0.504400 -0.198219 0.7860 -2.5840 -0.9644
C -2.435431 -1.117548 -0.222480 0.4878 -1.7616 -2.4554
N 2.417914 0.136103 0.410001 -0.3253 -2.6691 0.3113
N -0.867417 0.442113 0.397072 -2.1525 2.9752 0.9096
N 2.632866 1.381506 -0.089222 -1.1303 2.8128 0.4026
N -2.064949 0.080206 0.412419 2.5296 1.0443 0.0007
O 0.832380 -1.137471 -0.914921 1.4584 1.5253 1.7712
H -2.957572 -0.929860 -1.206656 0.3371 0.3644 0.9943
H -1.492661 -1.608097 -0.482418 -0.3373 -0.0935 0.0250
H -3.054536 -1.806277 0.307535 -0.5807 -0.0098 0.9633
H 3.113819 -0.218982 1.151277 -1.7615 0.1716 -1.1516
H -0.805581 1.515703 0.736710 -0.2258 -2.7382 -0.3333
H 3.574267 1.602075 -0.092065 2.6122 0.4411 0.5500
H 2.376527 1.490980 -1.037315 -0.7321 -0.2132 -1.3503
H -2.756819 0.673956 0.828280 -0.9656 0.7346 0.3270
```
Forces are in eV/Å.

Results
Spin multiplicity: 1
ΔE to the lowest compared entry with this formula, charge and spin: 381.22 kJ/mol
F_max: 0.074 hartree/bohr
Frontier orbital gap: 8.2 eV
LUMO level: -10.50 eV
Total charge: +2
E_HOMO: -18.72 eV

=====

10.
ORCA calculation (ωB97M-V/def2-TZVPD) on a molecular structure, C2H8N4O2 at a distorted geometry.

Geometry as XYZ:
```
16
Properties=species:S:1:pos:R:3:forces:R:3
C 0.760704 1.385549 -0.303119 -0.0197 0.2007 -0.8023
C -0.034942 -0.969197 -0.143379 -3.3420 -1.8611 0.1702
H 0.839398 1.643377 0.876269 0.4962 0.4870 -3.0658
H 0.590303 2.271849 -1.229296 0.2801 -2.3267 3.3832
H 1.772693 0.774466 -0.694794 -3.3636 1.7399 1.0994
H -1.438371 1.989707 1.100081 -0.4796 -4.3254 -2.7267
H -2.853380 0.847429 -0.648016 3.0511 0.5142 2.6504
H 1.212400 -2.380231 -0.524530 0.5965 -3.6408 0.3556
H 2.858903 -0.272822 0.259877 -0.9248 -1.2366 -0.0506
H -1.989661 -0.620136 0.769882 -2.3295 -2.2255 -2.2124
N -0.470122 0.445461 -0.205993 4.9849 -0.8277 -1.3401
N -1.586682 0.796439 0.437902 -2.3836 3.7561 0.6125
N 1.297180 -1.448713 -0.365266 0.2304 6.8845 0.5161
N -0.942794 -1.945520 -0.114130 1.4816 1.6838 0.6808
O 2.289246 -0.972112 0.673760 -1.2127 -1.0693 -0.9931
O -2.304875 -1.545543 0.110757 2.9348 2.2468 1.7229
```
Forces are in eV/Å.

Results
Spin multiplicity: 1
ΔE to the lowest compared entry with this formula, charge and spin: 1355.60 kJ/mol
F_max: 0.134 hartree/bohr
Frontier orbital gap: 7.2 eV
LUMO level: -0.74 eV
E_HOMO: -7.98 eV